This record from OMol25 describes a cluster of 2 separate species, C13H30BCl2N3O3PS in total. The level of theory is ωB97M-V/def2-TZVPD.

Summary:
Charge = +1
Gap between HOMO and LUMO = 8.04 eV

Geometry as XYZ:
```
54
C13H30BCl2N3O3PS ωB97M-V/def2-TZVPD
C -4.39 -0.37 0.29
C -3.98 1.12 0.31
O -3.14 1.43 1.41
C -1.81 1.01 1.23
C -1.04 1.95 0.30
C 0.29 1.40 -0.27
C 1.51 1.98 0.45
N 0.45 2.01 -1.68
C 1.23 1.18 -2.38
N 1.68 1.41 -3.60
B 1.31 2.68 -4.31
O 1.66 3.87 -3.76
O 0.62 2.63 -5.48
N 1.53 0.04 -1.66
C 0.35 -0.09 -0.71
S -1.18 -0.39 -1.76
P 0.68 -1.44 0.54
C 0.79 -0.76 2.25
C -0.20 -1.38 3.27
C -0.63 -2.72 0.41
C -0.46 -3.52 -0.90
H -3.84 -0.90 1.05
H -5.46 -0.47 0.44
H -4.19 -0.80 -0.69
H -3.53 1.38 -0.65
H -4.86 1.75 0.42
H -1.75 -0.04 0.93
H -1.36 1.08 2.22
H -1.65 2.27 -0.55
H -0.81 2.85 0.86
H 1.49 3.07 0.34
H 1.54 1.77 1.51
H 2.45 1.65 0.01
H 0.72 2.99 -1.69
H 2.27 0.71 -4.02
H 1.02 4.54 -4.03
H 0.28 1.75 -5.67
H 1.53 -0.81 -2.22
H -0.68 -1.34 -2.57
H 0.69 0.32 2.29
H 1.80 -0.99 2.57
H -1.07 -1.84 2.81
H 0.33 -2.08 3.91
H -0.57 -0.59 3.92
H -1.64 -2.31 0.41
H -0.57 -3.39 1.27
H -0.17 -4.55 -0.72
H 0.31 -3.07 -1.53
H -1.38 -3.50 -1.48
C 4.92 -2.26 3.38
Cl 3.94 -2.20 4.85
Cl 3.97 -2.82 1.99
H 5.28 -1.27 3.17
H 5.74 -2.95 3.53
```

The Mulliken scheme yields these atomic charges, measured in e: -1.0339 -0.0256 -0.5115 0.1740 -1.2062 0.5345 -1.5463 -0.4850 0.1731 -0.1477 0.3817 -0.5115 -0.4667 -0.3749 0.2076 -0.0635 -0.0336 0.5460 -1.4728 -0.2043 -1.2294 0.2579 0.3287 0.2483 0.0362 0.5428 -0.2077 0.1943 0.5231 0.2372 0.5157 0.4749 0.3981 0.5140 0.2639 0.3330 0.3235 0.5148 0.1984 -0.1773 0.1562 0.3481 0.3169 0.4093 -0.0214 0.6449 0.3082 0.2620 0.3558 -0.3082 -0.1462 -0.1200 0.2453 0.3252

---

This record from OMol25 describes a cluster of 2 separate species, C13H30ClN2OSi2 in total. The level of theory is ωB97M-V/def2-TZVPD.

Summary:
Charge = -1
Gap between HOMO and LUMO = 6.22 eV

Geometry as XYZ:
```
49
C13H30ClN2OSi2 ωB97M-V/def2-TZVPD
C -0.78 -3.13 3.06
C -1.08 -1.63 2.99
C -1.52 -1.14 1.61
C -3.01 -1.21 1.21
C -3.87 -0.32 2.10
O -4.05 0.87 2.02
N -4.44 -1.13 3.06
C -4.24 -2.55 2.80
C -3.67 -2.57 1.38
Cl -5.07 -2.69 0.22
H -1.65 -3.77 2.96
H -0.29 -3.39 3.99
H -0.10 -3.40 2.25
H -0.16 -1.11 3.24
H -1.81 -1.34 3.76
H -1.25 -0.09 1.52
H -0.93 -1.66 0.87
H -3.06 -0.87 0.18
H -5.30 -0.80 3.48
H -5.16 -3.12 2.86
H -3.52 -2.96 3.51
H -3.05 -3.43 1.13
C 1.24 -1.46 -0.92
Si 1.33 0.25 -1.74
C -0.34 1.07 -1.30
C 1.20 -0.12 -3.61
N 2.68 1.06 -1.25
Si 3.27 2.56 -1.64
C 2.14 4.03 -1.20
C 3.69 2.83 -3.48
C 4.89 2.92 -0.73
H 0.35 -2.02 -1.22
H 2.12 -2.05 -1.18
H 1.23 -1.35 0.17
H -1.19 0.40 -1.45
H -0.51 1.96 -1.91
H -0.33 1.38 -0.25
H 2.14 -0.55 -3.96
H 1.01 0.79 -4.18
H 0.40 -0.83 -3.84
H 1.25 4.06 -1.85
H 2.65 4.99 -1.31
H 1.79 3.94 -0.17
H 4.29 2.00 -3.85
H 4.24 3.76 -3.65
H 2.78 2.88 -4.09
H 5.64 2.16 -0.99
H 4.73 2.87 0.35
H 5.31 3.90 -0.97
```

The Mulliken scheme yields these atomic charges, measured in e: -1.2413 -0.6380 -0.4317 0.2414 -0.2015 -0.6454 -0.1412 -0.8003 0.0687 -0.2400 0.2644 0.3804 0.3188 0.4175 0.3765 0.2786 0.0584 0.5991 0.2812 0.4491 0.1903 0.3808 -0.9486 0.0021 -0.9555 -1.0605 -0.0387 0.1198 -1.0664 -1.0668 -1.0412 0.2348 0.3867 0.1377 0.2394 0.3923 0.2271 0.2690 0.2903 0.3297 0.2884 0.3428 0.2673 0.2672 0.3418 0.2923 0.2609 0.2546 0.2681

---

This record from OMol25 describes a structure of composition C13H30Li4N2O7. The level of theory is ωB97M-V/def2-TZVPD.

Summary:
Energy relative to the best compared isomer or geometry (same formula, charge and spin) = 1017.9 kJ/mol
Charge = +2
Gap between HOMO and LUMO = 6.07 eV

Geometry as XYZ:
```
56
C13H30Li4N2O7 ωB97M-V/def2-TZVPD
Li 2.80 -1.77 3.23
Li 0.30 -1.44 3.86
Li 1.65 -2.91 0.68
Li 1.30 -0.72 -0.20
C 1.15 -1.48 1.79
O 0.57 -1.68 0.72
O 0.72 -0.80 2.71
O 2.32 -1.95 1.88
C -2.89 -2.64 -2.13
O -2.85 -2.50 -0.66
C -1.92 -1.53 -0.19
C -1.98 -1.49 1.36
N -1.18 -0.44 2.02
C -1.50 0.90 1.68
C -0.57 1.91 2.32
O -0.85 3.16 1.72
C 0.09 4.17 2.08
H -3.32 -1.83 -2.73
H -3.51 -3.51 -2.35
H -1.91 -2.90 -2.54
H -2.29 -0.55 -0.51
H -0.95 -1.76 -0.63
H -1.64 -2.49 1.64
H -2.97 -1.39 1.82
H -0.22 -0.76 2.04
H -2.54 1.20 1.84
H -1.32 1.02 0.61
H 0.45 1.58 2.13
H -0.68 1.90 3.41
H 1.08 3.75 2.25
H -0.22 4.58 3.04
H 0.05 4.96 1.33
C 0.79 -1.33 -4.84
O 1.13 -1.82 -3.53
C -0.01 -1.64 -2.67
C -0.18 -0.12 -2.27
N 0.90 0.31 -1.39
C 0.37 1.49 -0.73
C 1.52 2.04 0.15
O 1.89 0.99 0.98
C 2.77 1.31 2.02
H -0.08 -1.78 -5.32
H 1.55 -1.41 -5.61
H 0.64 -0.25 -4.91
H 0.13 -2.17 -1.73
H -0.87 -2.07 -3.17
H -1.15 -0.09 -1.77
H -0.28 0.56 -3.12
H 1.67 0.55 -1.99
H -0.53 1.23 -0.18
H 0.11 2.30 -1.41
H 1.14 2.91 0.67
H 2.34 2.37 -0.49
H 3.09 0.38 2.50
H 2.22 1.82 2.81
H 3.68 1.86 1.80
```

The Mulliken scheme yields these atomic charges, measured in e: 0.8573 0.8426 0.7250 0.7941 1.3789 -0.7330 -1.0379 -1.2057 -0.8890 -0.4837 0.8844 -1.8037 -0.4195 -0.3794 0.3918 -0.3631 -0.8164 0.2997 0.4228 0.4291 0.4842 -0.8631 0.4289 0.4094 1.2526 0.5342 0.2453 -0.7335 0.5892 0.3761 0.3451 0.2538 -0.7449 -0.4958 -0.6170 -0.6746 -0.2024 -0.4149 -0.5681 -0.1279 -0.6172 0.2907 0.3649 0.2827 0.6821 0.2658 0.1528 0.6050 0.3987 -0.7016 0.6653 0.0197 0.7027 -0.2571 0.2389 0.5359

---

This record from OMol25 describes a cluster of 2 separate species, C13H30O5P in total. The level of theory is ωB97M-V/def2-TZVPD.

Summary:
Charge = -1
Gap between HOMO and LUMO = 2.60 eV

Geometry as XYZ:
```
49
C13H30O5P ωB97M-V/def2-TZVPD
C 0.50 0.15 3.53
C -0.52 0.98 2.70
C -1.85 0.93 3.48
C -2.91 1.78 2.76
C -4.30 1.68 3.42
C -5.13 0.43 2.97
O -4.34 -0.44 2.18
C -4.45 -1.78 2.58
H 0.86 0.71 4.40
H -0.06 -0.70 3.92
H 1.32 -0.25 2.91
H -0.69 0.50 1.72
H -0.16 2.01 2.57
H -2.16 -0.14 3.40
H -2.61 2.83 2.89
H -2.96 1.61 1.66
H -4.89 2.56 3.14
H -4.20 1.71 4.51
H -5.59 -0.06 3.84
H -5.96 0.81 2.35
H -5.46 -2.19 2.51
H -4.02 -1.93 3.58
H -3.82 -2.36 1.89
O 1.75 0.27 -0.66
P 2.50 -0.26 -1.84
O 3.53 0.97 -2.23
C 4.58 1.28 -1.33
C 5.81 0.42 -1.61
O 1.36 0.00 -3.02
C -0.02 -0.23 -2.72
C -0.76 1.09 -2.70
O 3.30 -1.33 -2.84
C 2.60 -2.48 -3.33
C 2.50 -2.38 -4.84
H 4.25 1.16 -0.29
H 4.83 2.33 -1.48
H 5.61 -0.63 -1.39
H 6.65 0.74 -1.00
H 6.09 0.49 -2.66
H -0.14 -0.76 -1.78
H -0.42 -0.87 -3.52
H -0.34 1.76 -1.95
H -1.82 0.94 -2.47
H -0.68 1.60 -3.66
H 1.61 -2.56 -2.87
H 3.17 -3.37 -3.05
H 1.93 -1.49 -5.13
H 2.01 -3.26 -5.25
H 3.49 -2.28 -5.28
```

The Mulliken scheme yields these atomic charges, measured in e: -1.1561 0.1707 -1.0025 0.2443 -0.8576 -0.5599 -0.2469 -0.8595 0.3454 0.3457 0.2834 0.0145 0.2570 -0.6391 0.4445 -0.0819 0.3743 0.4643 0.3284 0.2714 0.3466 0.3575 0.2253 -0.5901 1.0978 -0.3698 -0.2945 -0.9877 -0.4104 -0.2523 -1.3394 -0.3533 -0.2368 -1.1520 0.2676 0.3102 0.2436 0.3984 0.2488 0.4018 0.3220 0.2837 0.4018 0.3327 0.2672 0.3781 0.2580 0.3726 0.3318